No. 1
C3H12NO7 | wB97M-V/def2-TZVPD

Element x y z (Å)
O -0.5940 3.8821 0.7266
C -0.6048 2.9289 -0.0186
C -1.6285 1.8222 0.0021
N -1.2096 0.4733 0.4542
C 0.1286 -0.0291 0.2778
O 0.4358 -1.0146 0.9757
O 0.8441 0.5189 -0.6055
H 0.1663 2.8287 -0.7895
H -2.5230 2.0827 0.5970
H -2.1283 1.7663 -0.9840
H -1.5161 0.2623 1.3937
H -0.2458 -2.5663 0.4845
H -0.3289 -3.7345 -0.4960
O -0.6902 -3.4370 0.3437
H 2.1098 -0.9146 -0.8319
H 2.8884 -1.5538 0.3411
O 2.8104 -1.5585 -0.6246
H 2.3887 1.0362 -0.0906
H 3.8579 0.9771 -0.4780
O 3.2409 1.5294 0.0013
H -2.4217 -1.0427 -0.0551
H -2.2575 -2.4557 -0.0325
O -2.7221 -1.8012 -0.5912

highest occupied orbital energy	-0.230	Eh
net charge	-1
energy above the lowest of the compared OMol25 structures with the same formula, charge and spin	0.0	kJ/mol
E_tot	-19131.2881	eV

No. 2
C2H5BO2 | wB97M-V/def2-TZVPD

Element x y z (Å)
B 0.7207 -0.3588 -0.0707
C -1.7121 0.8546 0.2983
C -0.4357 0.8640 -0.0130
O 1.9306 -0.1261 -0.5641
O 0.3422 -1.6751 0.1553
H -2.3268 1.7537 0.3597
H -2.2862 -0.1561 0.6367
H -0.0858 1.8239 -0.3417
H 2.6845 -0.7224 -0.6710
H 1.1687 -2.2576 0.2104

spin multiplicity	3
highest occupied orbital energy (alpha / beta)	-0.205 / -0.405	Eh
energy above the lowest of the compared OMol25 structures with the same formula, charge and spin	0.0	kJ/mol
E_tot	-6923.4405	eV

No. 3
C6H17N4O2S | wB97M-V/def2-TZVPD

Element x y z (Å)
C 1.9756 1.4517 0.3039
C 0.5426 -3.0430 1.0581
C 1.1021 -0.1221 -2.2030
C -3.9837 0.5185 0.4644
C 0.6975 -1.5553 1.2612
C 0.6437 -0.8871 -1.0425
N 2.1011 0.1413 0.3977
N 3.1029 2.1593 0.4419
N 0.8697 2.1893 0.1776
N 1.1493 -0.7765 0.1256
O -2.3630 0.9609 -1.5874
O -1.3606 0.5092 0.6431
S -2.3775 -0.0225 -0.2394
H 0.1618 -3.5511 1.8976
H -0.1623 -3.0792 0.3314
H 1.3740 -3.5170 0.8112
H 0.2091 0.3433 -2.5637
H 1.8604 0.4453 -1.8649
H 1.3623 -0.9432 -3.0062
H -4.4246 -0.2370 1.1848
H -4.0364 1.4818 1.0128
H -4.6884 0.7138 -0.2176
H 1.4876 -1.3977 2.0116
H -0.1904 -0.9947 1.5818
H -0.0632 -1.8027 -1.0526
H -3.0380 1.5789 -1.7653
H 3.9262 1.6737 0.1248
H 3.2171 3.1029 0.8503
H 0.0489 1.6137 0.1118
H 0.8563 3.0458 0.7509

highest occupied orbital energy	-0.466	Eh
net charge	+1
energy above the lowest of the compared OMol25 structures with the same formula, charge and spin	138.8	kJ/mol
E_tot	-27379.2999	eV

No. 4
C30H28F3O18S | wB97M-V/def2-TZVPD

Element x y z (Å)
C 3.3060 1.5574 2.3089
C 2.1015 2.4672 2.5004
O 1.0596 2.0479 1.6211
C 2.3628 3.9136 2.0738
O 3.5145 4.4371 2.8345
S 4.2009 5.7994 2.4371
C 5.7469 5.3388 1.6560
C 5.6400 4.3037 0.5376
C 6.9536 3.5310 0.3196
F 7.4195 3.7254 -0.9014
F 6.7710 2.2280 0.4798
F 7.9092 3.9115 1.1807
H 3.3534 1.2343 1.2627
H 4.2427 2.0514 2.5902
H 3.2124 0.6617 2.9302
H 1.7555 2.4351 3.5424
H 0.1874 2.2274 2.0016
H 2.6034 3.9379 1.0031
H 1.5066 4.5616 2.2884
H 3.5076 6.1078 1.3128
H 6.3476 4.9923 2.5073
H 6.1702 6.2976 1.3227
H 5.3858 4.7918 -0.4094
H 4.8719 3.5535 0.7515
C -0.0743 -3.0029 1.2738
C 0.5522 -1.8304 1.1029
C 1.7153 -1.6638 0.1401
O 2.1715 -0.5296 0.0504
C 2.1797 -2.7977 -0.6096
C 1.5484 -3.9723 -0.4484
C 0.3650 -4.1316 0.4861
O -0.2077 -5.2069 0.4435
O 1.8415 -5.0644 -1.1264
O 0.2038 -0.7087 1.7191
H -0.9206 -3.1309 1.9341
H 2.9732 -2.6564 -1.3279
H 1.1932 -5.7476 -0.8583
H 0.7568 0.0172 1.3613
C -4.4556 -2.2279 -1.4116
C -4.7609 -2.0045 -2.6992
C -4.1003 -2.7676 -3.8340
O -4.4566 -2.4664 -4.9597
C -3.0997 -3.7624 -3.5206
C -2.7923 -3.9841 -2.2334
C -3.4626 -3.2267 -1.1013
O -3.0952 -3.5120 0.0280
O -1.8610 -4.8327 -1.8284
O -5.6438 -1.1120 -3.1127
H -4.9062 -1.6808 -0.5952
H -2.6236 -4.2893 -4.3357
H -1.8599 -4.8267 -0.8471
H -5.6619 -1.1799 -4.0903
C -1.1030 1.2746 -3.4889
C -0.0206 0.6880 -2.9592
C 0.5480 -0.6133 -3.5038
O 1.5301 -1.0399 -2.9170
C -0.1026 -1.2558 -4.6160
C -1.1946 -0.6748 -5.1408
C -1.7560 0.6341 -4.6113
O -2.7443 1.0629 -5.1767
O -1.8815 -1.1720 -6.1510
O 0.6496 1.1623 -1.9172
H -1.5200 2.1968 -3.1096
H 0.3006 -2.1872 -4.9878
H -2.6233 -0.5544 -6.3184
H 1.3658 0.5168 -1.7216
C -4.4343 0.4854 4.5721
C -4.7528 0.7425 3.2945
C -4.1169 -0.0003 2.1344
O -4.4920 0.3214 1.0188
C -3.1288 -1.0186 2.4076
C -2.8246 -1.2871 3.6855
C -3.4554 -0.5413 4.8470
O -3.0811 -0.8701 5.9592
O -1.9559 -2.2101 4.0684
O -5.6347 1.6537 2.9166
H -4.8859 1.0065 5.4044
H -2.6966 -1.5509 1.5714
H -1.9596 -2.1918 5.0489
H -5.6775 1.6077 1.9395

highest occupied orbital energy	-0.403	Eh
net charge	+1
energy above the lowest of the compared OMol25 structures with the same formula, charge and spin	0.0	kJ/mol
E_tot	-87397.4275	eV

No. 5
C4H7BaO2 | wB97M-V/def2-TZVPD

Element x y z (Å)
O -3.9270 -0.9584 0.5590
C -3.7200 -0.3908 -0.7147
C -2.3264 -0.8228 -1.2046
C -1.3413 -0.8270 -0.0440
C -0.0184 -0.5868 -0.3888
O 0.9967 -0.6256 0.4073
Ba 3.6757 0.2741 1.0732
H -1.4598 -0.4951 0.9998
H -3.7215 0.7177 -0.6508
H -4.4835 -0.7916 -1.4059
H -2.0182 -0.1534 -2.0230
H -2.4358 -1.8368 -1.6243
H -2.8016 -1.2516 0.8695
H 0.1705 -0.1321 -1.3789

spin multiplicity	2
highest occupied orbital energy (alpha / beta)	-0.215 / -0.245	Eh
energy above the lowest of the compared OMol25 structures with the same formula, charge and spin	22.0	kJ/mol
E_tot	-9045.2852	eV

No. 6
C38H53ClO8 | wB97M-V/def2-TZVPD

Element x y z (Å)
C -1.7294 -4.6940 6.3625
C -1.3623 -4.8274 4.8033
C -1.1190 -6.3909 4.5612
C -2.5807 -4.2950 3.9373
C -2.2968 -4.2699 2.3872
C -1.1336 -3.3208 1.9531
C 0.2577 -3.8228 2.1056
C 1.4180 -3.0056 1.6890
C 1.1725 -1.6715 1.1344
C -0.2078 -1.1470 0.9511
C -1.3529 -1.9763 1.3718
Cl -3.0316 -1.3507 1.1658
C -0.3363 0.2613 0.3182
O -1.2544 1.0199 0.5548
C 0.7878 0.7205 -0.6738
C 0.4827 1.6129 -1.8044
C 1.5301 2.0344 -2.7716
C 1.0770 2.9441 -3.9559
C 2.2186 3.8083 -4.5994
O 3.2905 3.0542 -5.2182
C 2.8331 2.0698 -6.0822
O 3.2786 2.0387 -7.2028
C 2.8931 1.5542 -2.5225
C 3.2167 0.6551 -1.3894
C 2.1709 0.2121 -0.4695
C 2.3790 -0.7550 0.7162
O 3.4127 -0.8979 1.3371
H -1.3842 -5.6065 6.9285
H -2.8314 -4.5976 6.5417
H -1.1560 -3.8227 6.7994
H -0.4288 -4.2207 4.6629
H -1.8140 -6.9130 5.2793
H -1.4350 -6.7123 3.5322
H -0.0404 -6.6486 4.7402
H -2.9818 -3.3143 4.3354
H -3.4138 -5.0456 4.1035
H -2.0222 -5.3137 2.0672
H -3.1946 -3.9755 1.7709
H 0.3997 -4.8538 2.5154
H 2.4720 -3.3572 1.7783
H -0.5678 1.9716 -1.9257
H 0.4993 2.3270 -4.7074
H 0.3157 3.6775 -3.5495
H 2.6395 4.5765 -3.8923
H 1.7352 4.4127 -5.4278
H 2.1139 1.2543 -5.8017
H 3.7325 1.8412 -3.1966
H 4.2681 0.2983 -1.2246
C 6.4499 4.7517 -4.4778
C 7.1819 4.9430 -3.1626
C 6.7350 3.7241 -2.3743
O 6.4969 2.6805 -3.3270
C 6.4978 3.2451 -4.6467
H 6.8998 5.2878 -5.3139
H 5.4116 5.0842 -4.3769
H 8.2623 4.9045 -3.3304
H 6.9484 5.8831 -2.6613
H 5.7957 3.9161 -1.8435
H 7.4825 3.3952 -1.6497
H 7.4209 2.9306 -5.1461
H 5.6492 2.8597 -5.2105
C -5.4580 1.9143 4.4305
C -4.7619 1.0713 3.3788
C -3.9160 0.1441 4.2310
O -4.6241 -0.0471 5.4641
C -5.6936 0.9029 5.5384
H -6.3781 2.3834 4.0798
H -4.7842 2.7021 4.7803
H -5.5020 0.4924 2.8173
H -4.1731 1.6517 2.6679
H -2.9461 0.5952 4.4669
H -3.7434 -0.8212 3.7549
H -6.6347 0.3622 5.3885
H -5.7097 1.3606 6.5295
C 2.2693 9.2314 -5.3747
C 1.8928 9.2650 -3.9060
C 1.1877 7.9321 -3.7319
O 1.7858 7.0220 -4.6657
C 2.6051 7.7655 -5.5794
H 3.0939 9.8964 -5.6324
H 1.4045 9.5060 -5.9859
H 2.7977 9.2923 -3.2918
H 1.2687 10.1156 -3.6310
H 0.1226 8.0107 -3.9744
H 1.2853 7.5349 -2.7195
H 3.6529 7.5603 -5.3345
H 2.4144 7.4291 -6.6001
C -5.2310 -8.5603 1.0908
C -5.2025 -9.5931 2.2007
C -3.9419 -9.2093 2.9544
O -3.7851 -7.7920 2.8041
C -4.6926 -7.3282 1.7952
H -6.2204 -8.4054 0.6595
H -4.5508 -8.8593 0.2877
H -6.0768 -9.4681 2.8463
H -5.1877 -10.6230 1.8431
H -3.0583 -9.6929 2.5243
H -3.9942 -9.4613 4.0153
H -5.4950 -6.7739 2.2942
H -4.1715 -6.6501 1.1164

structure (SMILES)	CC(C)CCc1ccc2c(c1Cl)C(=O)c1cc(CCOC=O)ccc1C2=O.C1CCOC1.C1CCOC1.C1CCOC1.C1CCOC1
highest occupied orbital energy	-0.333	Eh
E_tot	-69163.3491	eV

No. 7
C4H7N3S | wB97M-V/def2-TZVPD

Element x y z (Å)
C 2.4319 -1.0900 0.1059
N 1.7213 -0.3218 0.8916
N 0.3272 -0.0280 0.8985
C -0.5451 -0.1953 -0.1226
N -0.4610 -1.3839 -0.7302
C -1.4254 0.7776 -0.3840
C -1.2386 2.1079 0.1434
S -2.0516 3.4222 -0.5221
H 2.0305 -1.7405 -0.6671
H 3.5676 -0.8697 0.3113
H -0.0182 0.4455 1.7684
H -1.2890 -1.5106 -1.3990
H -0.3760 -2.2014 -0.1668
H -2.1248 0.4368 -1.1980
H -0.5487 2.1510 1.0708

structure (SMILES)	C=NN/C(N)=C\C=S
highest occupied orbital energy	-0.296	Eh
energy above the lowest of the compared OMol25 structures with the same formula, charge and spin	397.5	kJ/mol
E_tot	-19563.6583	eV

No. 8
C5H13NO2 | wB97M-V/def2-TZVPD

Element x y z (Å)
C -1.8569 -0.6843 -0.8027
O -1.8232 -2.1014 -0.8495
C -0.5061 -0.0263 -1.0734
C 0.6350 -0.5003 -0.0524
C 0.2435 -0.2190 1.3404
C 0.5078 0.9691 1.9727
N 0.0119 1.2221 3.2108
H -2.3178 -0.3506 0.1326
H -2.4833 -0.4786 -1.6711
H -1.0751 -2.5972 -0.4683
H -0.0876 -0.2143 -2.0542
H -0.6346 1.0297 -0.8278
H 1.5083 0.0714 -0.3646
H 0.7887 -1.5721 -0.1563
H -0.3168 -1.0049 1.8314
H 0.9427 1.8662 1.5482
H -0.1329 0.4233 3.8161
H 0.4587 1.9994 3.7062
H 1.8437 -0.0234 -2.9871
H 2.0984 1.4315 -2.7940
O 2.1957 0.7599 -3.4569

spin multiplicity	2
highest occupied orbital energy (alpha / beta)	-0.517 / -0.517	Eh
net charge	+1
energy above the lowest of the compared OMol25 structures with the same formula, charge and spin	98.6	kJ/mol
E_tot	-10971.8007	eV